ORCA calculation (the ωB97M-V functional and the def2-TZVPD basis) on a structure of composition C27H38Br4CaCl3F9LiN3O5S in a non-equilibrium geometry.

Output
* molar mass: 1160.7 g/mol
* orbital gap: 1.68 eV
* charge: 0
* E: -414976.0001 eV
* highest occupied orbital energy: -5.715 eV

The geometry in XYZ format:
```
92
Properties=species:S:1:pos:R:3:forces:R:3:lowdin_charge:R:1
C 3.931 -4.899 2.316 0.270 -0.468 -0.034 0.157
C 3.067 -4.150 1.911 -1.526 1.346 0.859 -0.063
C 1.916 -3.170 1.833 -2.294 1.042 -0.552 -0.047
C 0.531 -3.552 1.404 0.585 1.880 0.295 0.070
C -0.594 -2.533 1.338 1.891 -0.834 0.496 -0.163
C -2.097 -2.851 0.853 1.680 0.700 -0.351 -0.124
C -2.351 -2.045 -0.493 0.143 0.272 -0.170 -0.237
C -1.452 -2.543 -1.692 0.459 -0.176 0.022 -0.531
S -2.124 -4.210 -2.231 0.679 -0.168 0.354 0.686
N -0.345 -1.255 1.713 -0.567 -3.053 -0.813 0.138
N 0.867 -0.956 2.119 3.038 1.149 1.518 -0.064
C 0.996 0.486 2.558 -1.488 0.821 0.444 -0.063
C -0.493 1.008 2.872 0.954 -0.248 -0.358 -0.655
O -1.173 1.596 2.105 0.427 -1.905 1.327 0.053
Cl -1.101 0.559 4.554 2.730 0.449 -2.571 0.451
C 2.033 -1.699 2.222 -0.242 -3.193 -0.831 -0.034
C 3.429 -1.170 2.720 -0.496 0.398 0.449 -0.060
C 4.147 -0.201 1.690 0.691 0.404 -0.576 -0.363
C 5.742 -0.296 1.809 -0.327 -0.244 -0.019 -0.034
O 3.776 -0.616 0.354 0.080 0.342 0.815 -0.130
H 4.706 -5.627 2.673 -1.245 1.234 -0.695 0.085
H 0.324 -4.621 1.097 0.888 1.434 0.593 0.069
H -2.188 -3.941 0.581 -0.623 1.770 0.448 -0.027
H -2.800 -2.562 1.687 0.672 -0.457 -0.964 0.151
H -3.437 -2.089 -0.817 1.201 0.009 0.608 0.130
H -2.085 -0.970 -0.285 -0.374 -0.990 -0.258 0.112
H -1.494 -1.855 -2.595 -0.091 -0.784 1.350 0.075
H -0.369 -2.690 -1.384 -1.325 0.361 -0.366 0.059
H -1.016 -4.875 -2.703 -0.460 0.759 0.245 -0.123
H 1.390 1.151 1.718 -0.324 -0.070 0.473 0.100
H 1.558 0.587 3.527 -0.324 -0.391 -1.256 0.129
H 4.107 -2.050 2.956 -1.140 0.893 -0.534 0.119
H 3.288 -0.610 3.688 0.074 -0.629 -0.855 0.132
H 3.841 0.889 1.813 0.175 -1.421 0.136 0.156
H 6.235 0.716 1.746 -0.696 -1.048 0.178 0.086
H 6.051 -0.808 2.776 -0.318 0.704 -1.163 0.083
H 6.134 -0.896 0.931 -0.585 0.534 1.080 0.090
H 2.998 -0.094 0.091 0.474 -0.065 -0.119 -0.043
Br -3.381 0.599 5.777 -3.407 -2.727 0.669 0.376
Li -1.357 -5.289 0.733 -0.197 -1.246 0.531 0.595
C 0.673 4.664 -1.042 -0.451 -0.024 -0.528 -0.101
C 0.274 3.510 -0.104 0.253 1.683 1.176 -0.699
C -0.853 3.984 0.832 -0.758 0.355 -0.392 -0.084
O 1.351 3.194 0.656 0.718 -1.969 0.296 -0.285
H 1.029 5.540 -0.492 0.001 -0.215 0.148 0.079
H 1.464 4.358 -1.737 0.067 -0.109 0.153 0.056
H -0.183 4.979 -1.641 0.023 -0.094 0.099 0.041
H -0.176 2.738 -0.752 0.149 -0.548 -0.036 0.033
H -0.549 4.837 1.446 0.249 -0.029 -0.167 0.076
H -1.176 3.184 1.501 0.228 1.084 -0.615 0.017
H -1.732 4.296 0.250 -0.106 0.052 0.037 0.069
C 0.772 0.114 -2.923 -0.969 0.531 0.298 -1.521
Br 2.473 -0.268 -3.836 -0.267 0.125 -0.128 0.190
Br 0.927 0.004 -0.997 -0.274 0.011 -0.218 0.759
Br 0.043 1.821 -3.412 0.033 -0.243 -0.221 0.711
H 0.069 -0.650 -3.242 0.201 0.100 0.061 -0.056
F -4.144 -1.553 5.085 0.845 2.452 0.825 -0.568
C -2.722 -6.710 5.107 0.425 0.006 -0.425 -0.027
C -1.870 -6.384 3.940 -0.535 -0.174 0.809 -0.223
N -1.204 -6.131 3.038 -0.202 0.348 -0.950 0.095
H -2.795 -5.844 5.765 0.116 -0.035 -0.059 0.094
H -3.722 -6.987 4.770 0.101 0.038 -0.112 0.087
H -2.285 -7.546 5.665 0.125 0.065 0.179 0.081
C -5.127 -6.745 -0.600 -0.210 -0.107 -0.536 -0.993
Cl -4.079 -6.140 0.695 0.238 -0.045 0.369 0.511
Cl -6.229 -5.490 -1.167 0.092 -0.106 0.020 0.539
H -4.507 -7.073 -1.431 0.004 0.136 0.120 0.031
H -5.707 -7.581 -0.219 0.092 0.178 0.144 0.038
Ca 5.095 -1.217 -4.167 1.034 -0.358 -0.117 0.430
C 0.092 8.703 -5.304 0.157 0.488 0.622 -0.045
C 0.385 8.504 -6.805 0.660 -0.394 0.614 -0.437
C -0.796 8.060 -7.671 -0.305 0.069 -0.761 -0.300
F -1.327 6.888 -7.277 0.063 0.120 -0.021 0.092
F -0.390 7.885 -8.955 0.215 0.178 0.119 0.091
F 1.434 7.659 -6.937 -0.230 -0.015 -0.161 0.127
F 0.813 9.709 -7.285 -0.459 0.027 -0.063 0.102
O 0.400 7.620 -4.422 -0.589 -0.776 -0.889 0.042
C -0.543 6.586 -4.303 0.006 1.644 0.396 -0.508
C -0.041 5.254 -4.880 0.432 -0.580 -0.157 -0.282
F 0.341 5.380 -6.167 -0.014 0.081 0.194 0.095
F -1.024 4.314 -4.851 -0.130 0.322 0.223 0.038
F -1.716 6.984 -4.842 -0.062 -0.509 0.022 0.132
F -0.775 6.446 -2.987 0.043 -0.196 -0.344 0.137
H 0.757 9.504 -4.973 0.115 -0.192 -0.147 0.149
H -0.915 9.090 -5.129 -0.024 -0.233 -0.219 0.144
H -1.586 8.816 -7.673 0.080 0.085 0.132 0.173
H 0.814 4.876 -4.313 -0.098 0.202 0.210 0.159
C -0.470 -7.163 7.967 0.567 0.601 0.409 -0.460
O -1.226 -8.258 7.930 -0.235 0.032 -0.466 -0.301
H -0.047 -6.864 8.949 -0.141 -0.266 0.338 0.045
H 0.447 -7.159 7.333 0.101 -0.317 -0.417 0.048
H -0.949 -6.208 7.643 -0.437 0.139 -0.274 0.038
```
Forces are in eV/Å.

ORCA calculation (the ωB97M-V functional and the def2-TZVPD basis) on a structure of composition C20H22N5O4Re in a non-equilibrium geometry.

Output
* molar mass: 582.6 g/mol
* orbital gap (alpha / beta): 6.07 / 6.40 eV
* charge: +3
* E: -38838.5894 eV
* energy relative to the best compared isomer or geometry (same formula, charge and spin): 1.247 eV
* highest occupied orbital energy (alpha / beta): -17.198 / -17.234 eV
* multiplicity: 2

The geometry in XYZ format:
```
52
Properties=species:S:1:pos:R:3:forces:R:3:lowdin_charge:R:1
Re -0.241 0.000 0.385 -0.913 1.474 -0.909 1.788
O -1.317 1.877 -0.151 0.226 -1.005 0.297 -0.133
C -1.736 2.020 -1.537 -0.087 0.119 -0.278 -0.067
C -1.705 0.681 -2.193 -0.129 0.203 -0.181 -0.221
C -2.251 0.499 -3.453 -0.005 0.050 0.040 0.042
C -2.120 -0.730 -4.074 0.028 -0.019 0.040 0.032
C -1.445 -1.753 -3.411 -0.009 0.022 0.066 0.014
C -0.948 -1.506 -2.153 -0.047 -0.141 -0.111 -0.083
N -1.082 -0.307 -1.550 0.492 -0.458 0.105 -0.073
H -1.083 2.749 0.205 0.229 -0.149 0.252 0.154
H -1.055 2.700 -2.055 0.045 0.017 0.105 0.162
H -2.741 2.442 -1.574 0.028 0.023 0.171 0.158
H -2.763 1.319 -3.939 -0.006 0.006 -0.014 0.147
H -2.532 -0.891 -5.061 -0.004 -0.001 -0.008 0.143
H -1.310 -2.726 -3.862 0.003 -0.004 -0.001 0.137
H -0.430 -2.272 -1.591 0.003 0.001 -0.024 0.131
C -3.107 -3.200 1.156 -0.073 0.025 0.040 0.070
C -2.661 -1.800 1.355 0.040 0.195 0.134 -0.391
O -1.654 -1.382 0.680 -0.009 -0.222 -0.077 -0.166
N -3.264 -0.986 2.188 -0.023 -0.070 -0.001 0.158
C -2.797 0.384 2.477 0.052 -0.170 -0.053 -0.051
C -1.504 0.315 3.254 -0.157 -0.052 -0.059 -0.224
C -1.479 0.507 4.620 -0.006 -0.038 -0.014 0.037
C -0.304 0.280 5.328 -0.009 0.007 -0.039 0.032
C 0.807 -0.179 4.640 -0.005 -0.043 -0.019 0.015
C 0.722 -0.336 3.272 0.076 0.025 -0.046 -0.079
N -0.396 -0.067 2.574 0.146 0.161 -0.004 -0.056
H -3.232 -3.384 0.089 -0.014 -0.009 0.002 0.115
H -4.037 -3.413 1.678 0.004 -0.016 0.004 0.112
H -2.327 -3.872 1.520 0.004 0.002 0.007 0.124
H -4.054 -1.352 2.707 -0.007 0.049 -0.010 0.186
H -3.575 0.886 3.045 0.030 -0.026 0.045 0.151
H -2.689 0.922 1.534 -0.028 -0.003 0.033 0.108
H -2.380 0.821 5.130 0.002 0.015 0.004 0.141
H -0.267 0.442 6.397 -0.001 -0.007 0.008 0.143
H 1.734 -0.407 5.146 0.006 -0.002 0.002 0.139
H 1.580 -0.675 2.704 0.018 0.054 0.028 0.128
O 1.038 1.359 1.004 0.476 0.521 0.057 -0.271
N 2.209 1.572 0.414 -0.277 -0.326 -0.004 0.127
N 2.345 0.823 -0.571 -0.205 0.103 0.249 -0.119
O 1.325 -0.009 -0.859 -0.048 -0.289 0.324 -0.177
C 3.512 0.799 -1.401 0.088 -0.005 -0.098 -0.171
C 4.634 1.505 -0.971 0.019 -0.074 -0.124 0.012
C 5.748 1.489 -1.789 -0.051 -0.016 0.017 -0.019
C 5.727 0.783 -2.989 -0.019 -0.005 -0.010 -0.009
C 4.593 0.082 -3.386 0.008 0.025 0.030 -0.026
C 3.461 0.081 -2.590 0.110 0.055 0.040 0.004
H 4.640 2.041 -0.033 -0.008 0.004 0.005 0.124
H 6.638 2.022 -1.486 0.005 0.004 -0.007 0.130
H 6.606 0.777 -3.619 0.005 -0.008 -0.001 0.131
H 4.593 -0.466 -4.318 0.005 -0.001 -0.010 0.127
H 2.574 -0.459 -2.885 -0.008 0.000 -0.001 0.114
```
Forces are in eV/Å.

ORCA calculation (the ωB97M-V functional and the def2-TZVPD basis) on the molecule C8H12INO2 in a non-equilibrium geometry.

Output
* molar mass: 281.1 g/mol
* orbital gap: 9.14 eV
* charge: 0
* structure (SMILES): C=C(I)C(=C)OCC(=O)N(C)C
* E: -22173.5572 eV
* energy relative to the best compared isomer or geometry (same formula, charge and spin): 1.718 eV
* highest occupied orbital energy: -8.527 eV

The geometry in XYZ format:
```
24
Properties=species:S:1:pos:R:3:forces:R:3:lowdin_charge:R:1
C -1.082 2.788 -0.177 0.872 -0.437 -0.141 0.060
C -4.028 2.270 -0.487 -0.375 -0.042 -0.034 -0.042
C -1.668 1.579 -0.092 -0.684 0.513 -0.069 -0.444
C -3.150 1.353 -0.105 0.510 -0.111 0.164 -0.634
C 0.814 -1.187 -0.506 -0.538 1.488 0.032 -0.411
C 2.037 -3.052 0.053 0.614 -3.578 0.059 -0.106
C 2.902 -0.921 1.022 -1.928 0.035 -1.222 -0.005
C 0.355 0.313 -0.262 -0.470 -0.693 -0.014 -0.048
N 1.950 -1.653 0.084 0.719 1.813 0.634 -0.151
O 0.159 -1.917 -1.212 -0.800 0.275 -0.201 0.065
O -1.074 0.377 -0.122 1.404 -0.758 -0.681 -0.193
I -3.705 -0.704 0.245 -0.287 0.977 -0.022 0.877
H -0.063 2.876 -0.579 -0.304 -0.122 0.709 0.059
H -1.527 3.727 0.121 -0.504 -0.242 -0.392 0.062
H -5.063 2.001 -0.562 -0.391 -0.098 0.089 0.041
H -3.818 3.304 -0.784 0.447 -0.530 0.210 0.077
H 3.099 -3.388 0.098 -0.722 0.225 -0.201 0.095
H 1.522 -3.552 0.901 0.280 0.494 0.102 0.101
H 1.508 -3.561 -0.796 0.913 1.062 0.406 0.103
H 2.248 -0.517 1.846 1.437 -0.246 -0.506 0.104
H 3.687 -1.607 1.286 -0.290 -0.636 0.818 0.067
H 3.517 -0.190 0.477 -0.865 0.453 0.123 0.087
H 0.764 0.708 0.651 0.491 0.303 0.368 0.111
H 0.617 0.954 -1.098 0.469 -0.145 -0.233 0.125
```
Forces are in eV/Å.

ORCA calculation (the ωB97M-V functional and the def2-TZVPD basis) on the ion C2H7N4 with charge +1 in a non-equilibrium geometry.

Output
* molar mass: 87.1 g/mol
* orbital gap (alpha / beta): 8.58 / 8.58 eV
* charge: +1
* E: -8135.4297 eV
* energy relative to the best compared isomer or geometry (same formula, charge and spin): 6.817 eV
* highest occupied orbital energy (alpha / beta): -13.257 / -13.256 eV

The geometry in XYZ format:
```
13
Properties=species:S:1:pos:R:3:forces:R:3:lowdin_charge:R:1
C -0.374 1.198 -0.318 -2.578 3.278 1.732 -0.293
C 2.379 -0.924 -0.031 1.082 -1.920 -1.573 0.096
N 1.173 1.120 0.169 1.088 1.036 0.220 0.158
N 1.797 0.157 0.161 0.035 -0.717 0.240 -0.032
N -1.056 0.120 -0.725 0.623 -0.355 -0.671 -0.099
N -1.970 -0.544 0.224 0.468 1.614 1.734 0.097
H -0.780 1.845 0.659 0.800 -1.546 -2.327 0.159
H -0.044 2.034 -1.120 -1.107 -2.232 1.342 0.170
H 2.492 -1.307 -1.054 -0.213 0.823 0.034 0.119
H 2.949 -1.561 0.626 -0.505 0.469 1.110 0.104
H -1.640 -1.490 0.456 -0.181 0.185 -0.520 0.152
H -2.901 -0.586 -0.254 0.831 0.002 0.738 0.176
H -2.026 -0.062 1.207 -0.344 -0.639 -2.060 0.193
```
Forces are in eV/Å.

ORCA calculation (the ωB97M-V functional and the def2-TZVPD basis) on the molecule C3H3NO2 in a non-equilibrium geometry.

Output
* molar mass: 85.1 g/mol
* orbital gap (alpha / beta): 7.73 / 8.50 eV
* charge: 0
* E: -8740.0822 eV
* energy relative to the best compared isomer or geometry (same formula, charge and spin): 5.049 eV
* highest occupied orbital energy (alpha / beta): -9.125 / -8.884 eV

The geometry in XYZ format:
```
9
Properties=species:S:1:pos:R:3:forces:R:3:lowdin_charge:R:1
O 0.740 -0.728 -1.271 -0.124 0.457 0.450 0.096
C 0.184 0.002 -0.284 1.301 -0.845 0.338 -0.270
C 0.461 -0.394 1.076 0.160 0.320 -0.189 -0.225
O 1.335 -1.227 1.286 -0.172 -0.189 -0.032 0.029
C -0.766 0.989 -0.575 -2.309 -0.047 -0.283 -0.257
N -1.314 2.059 -0.805 0.989 1.372 -0.275 0.199
H 1.283 -1.389 -0.793 -0.033 -0.023 -0.064 0.121
H -1.830 0.577 -0.523 0.100 -0.994 0.200 0.172
H -0.091 0.110 1.888 0.087 -0.050 -0.146 0.134
```
Forces are in eV/Å.

ORCA calculation (the ωB97M-V functional and the def2-TZVPD basis) on a cluster of 8 separate species, C6H27ClNO8 in total in a non-equilibrium geometry.

Output
* molar mass: 276.7 g/mol
* orbital gap: 9.25 eV
* charge: -1
* E: -37054.3488 eV
* energy relative to the best compared isomer or geometry (same formula, charge and spin): 0.000 eV
* highest occupied orbital energy: -6.628 eV

The geometry in XYZ format:
```
43
Properties=species:S:1:pos:R:3:forces:R:3:lowdin_charge:R:1
Cl 0.514 -2.110 -1.577 -0.185 0.000 0.177 -0.042
C -0.193 2.415 -2.181 -0.885 -0.998 -0.525 -0.096
O -1.557 2.178 -1.760 -0.368 -0.852 1.065 -0.227
C -1.859 0.873 -1.097 1.887 1.435 0.785 -0.129
C -1.146 0.841 0.310 0.204 -0.907 -0.948 -0.228
N -1.260 1.979 1.182 -0.384 1.587 0.106 -0.066
C -0.149 2.133 2.139 -0.091 0.056 -1.152 -0.217
C -0.219 1.013 3.132 0.667 0.116 1.272 -0.209
O 0.249 1.411 4.442 -1.203 1.107 0.639 -0.186
C -0.657 2.385 5.059 -0.009 -0.397 -1.006 -0.095
H -0.332 2.853 -3.169 0.436 -0.180 -0.154 0.080
H 0.353 1.472 -2.208 0.049 -0.061 -0.379 0.069
H 0.452 3.096 -1.625 -0.580 0.233 0.769 0.075
H -1.375 0.061 -1.640 0.048 -0.013 -0.213 0.059
H -2.927 0.659 -1.102 -0.018 0.755 0.077 0.113
H -0.098 0.707 0.042 0.477 -0.223 -0.096 0.089
H -1.422 -0.068 0.845 -0.186 -0.175 -0.100 0.106
H -1.164 2.784 0.580 -0.489 0.289 -0.274 0.092
H -0.163 3.109 2.624 -0.728 -0.066 0.162 0.106
H 0.791 2.238 1.596 0.562 -0.770 -0.100 0.117
H 0.426 0.167 2.896 -0.079 0.088 -0.200 0.107
H -1.257 0.681 3.155 -0.118 -0.154 0.234 0.126
H -0.173 3.074 5.751 0.519 -0.409 -0.087 0.081
H -1.518 1.950 5.565 0.208 -0.649 0.199 0.079
H -1.124 2.996 4.287 0.147 0.165 -0.081 0.065
O 2.704 -3.071 -3.889 0.445 -0.257 -0.494 -0.093
H 2.945 -2.455 -3.198 -0.079 0.174 0.258 -0.011
H 1.889 -3.469 -3.583 -0.295 0.099 0.222 -0.018
O -0.300 -1.280 -4.932 -0.006 0.074 -0.512 -0.074
H -0.341 -1.571 -4.021 0.215 -0.218 0.609 -0.057
H -0.948 -0.577 -4.987 -0.150 0.152 0.004 0.017
O -2.605 -3.585 -1.621 -0.580 -0.240 -0.178 -0.088
H -1.812 -3.048 -1.608 0.730 0.263 -0.028 -0.087
H -2.920 -3.568 -0.717 -0.007 -0.003 0.211 0.019
O 2.819 0.138 -1.532 0.604 0.719 -0.087 -0.101
H 2.835 -0.066 -0.596 -0.068 -0.183 0.119 0.010
H 2.085 -0.371 -1.876 -0.551 -0.544 -0.039 -0.099
O -0.113 -2.482 1.833 -0.206 -0.157 0.576 -0.076
H 0.300 -1.704 2.208 0.056 0.113 0.060 -0.010
H 0.117 -2.452 0.904 0.110 0.004 -0.842 -0.074
O 3.350 -3.355 0.058 0.548 -0.209 0.187 -0.079
H 2.561 -3.238 -0.471 -0.556 0.152 -0.376 -0.063
H 3.243 -2.743 0.786 -0.089 0.085 0.138 0.015
```
Forces are in eV/Å.